# 1
# CrN5O15

CrN5O15 as an isolated structure in a non-equilibrium geometry (the ωB97M-V functional and the def2-TZVPD basis, OMol25).

Results
Kohn-Sham gap (spin up / spin down) = 6.95 / 8.27 eV
spin multiplicity = 4
total energy = -2446.31379 a.u.
ΔE to the lowest compared entry with this formula, charge and spin = 3.592 eV
molecular weight = 362.0 u
total charge = -2

```
21
Properties=species:S:1:pos:R:3:forces:R:3
Cr -0.14938 0.37066 0.17129 1.6 -2.1 -0.9
N -0.65147 0.50917 2.81356 -0.5 0.6 0.4
O -0.68150 -0.44392 2.06548 -0.4 -6.9 -1.2
O -0.84775 0.49306 4.02184 0.4 0.3 -1.3
O -0.45405 1.44944 2.05829 0.7 6.6 0.5
N -3.04753 -0.10245 -1.24052 -0.3 -0.4 -4.3
O -3.17179 0.77562 -2.06962 -1.1 1.9 -0.7
O -2.07977 -0.02797 -0.50813 3.7 -0.3 4.6
O -3.69472 -1.12696 -1.32591 -1.1 -1.1 1.3
N 2.99964 -0.05638 1.21971 2.5 -3.1 -2.5
O 3.83903 -0.70598 0.48095 -1.0 1.8 2.2
O 1.93706 0.24132 0.70156 -4.3 1.6 -2.6
O 3.13886 0.21067 2.36962 1.5 0.4 2.9
N -0.30521 2.20344 -1.79183 -4.9 -2.6 -0.7
O 0.36102 1.20250 -1.78690 5.6 -5.7 -2.6
O -1.01175 2.50590 -2.72962 1.3 2.3 -1.1
O -0.61033 2.36807 -0.64018 -2.5 5.5 6.0
N 1.10416 -2.48807 -0.99108 3.4 0.4 0.6
O 0.69640 -3.64950 -0.95173 0.0 0.4 -0.4
O 2.29052 -2.16104 -1.27445 -2.1 -1.1 -0.3
O 0.33851 -1.56762 -0.59239 -2.5 1.3 0.5
```
Forces are in eV/Å.


# 2
# CrN6O18

CrN6O18 as an isolated structure in a non-equilibrium geometry (the ωB97M-V functional and the def2-TZVPD basis, OMol25).

Results
Kohn-Sham gap (spin up / spin down) = 4.52 / 4.85 eV
spin multiplicity = 5
total energy = -2726.30562 a.u.
ΔE to the lowest compared entry with this formula, charge and spin = 1.446 eV
molecular weight = 424.0 u
total charge = -4

```
25
Properties=species:S:1:pos:R:3:forces:R:3
Cr -4.18300 -27.64732 -23.98797 -1.5 -0.7 1.7
N -7.56875 -28.11620 -24.17959 1.7 1.3 3.0
O -6.38207 -27.98952 -24.35737 3.8 0.1 -2.1
O -7.94537 -27.77683 -23.06484 -2.8 0.1 0.2
O -8.23447 -28.55118 -25.08742 -3.4 -1.4 -2.3
N -3.21474 -29.35065 -25.93494 -2.1 -0.8 0.5
O -2.87828 -30.07684 -26.84333 1.6 -1.5 -1.9
O -3.52685 -29.68970 -24.84188 0.4 -5.3 4.7
O -3.51985 -28.20549 -26.06168 0.2 7.1 -3.7
N -1.95889 -28.52025 -21.81121 -2.9 0.3 1.2
O -2.55060 -28.09708 -22.79660 0.5 0.7 -2.6
O -0.93200 -29.14744 -21.95533 3.2 -1.5 -0.1
O -2.49733 -28.33811 -20.73469 1.0 -0.1 1.5
N -5.33195 -26.47488 -21.10276 -0.5 -5.5 0.6
O -4.65673 -26.83145 -20.16640 3.0 1.8 3.3
O -6.52152 -26.58305 -20.95854 -4.2 2.7 0.0
O -4.85078 -26.56338 -22.22111 1.5 2.3 -3.5
N -5.62941 -29.62722 -21.39576 0.4 2.1 0.9
O -5.05419 -29.42102 -22.42302 1.4 -0.4 -5.0
O -6.81987 -29.46304 -21.29255 -3.4 -1.1 0.3
O -4.92021 -29.77141 -20.43628 1.5 -2.1 4.4
N -3.82128 -25.16217 -24.84482 0.3 -2.2 1.8
O -3.07489 -25.79250 -24.13474 5.6 0.5 2.2
O -4.79257 -25.83924 -25.05423 -5.4 0.2 -3.5
O -3.61368 -24.03640 -25.19298 0.1 3.3 -1.6
```
Forces are in eV/Å.


# 3
# CuFH2O

CuFH2O as an isolated structure in a non-equilibrium geometry (the ωB97M-V functional and the def2-TZVPD basis, OMol25).

Results
Kohn-Sham gap (spin up / spin down) = 11.29 / 8.03 eV
spin multiplicity = 2
total energy = -1816.35477 a.u.
molecular weight = 100.6 u
total charge = +1

```
5
Properties=species:S:1:pos:R:3:forces:R:3
H -0.29117 1.48022 -0.02137 -2.1 3.4 0.0
F -1.16844 1.98854 -0.03022 2.8 -2.9 0.0
Cu -0.62524 -0.37626 -0.05901 -0.8 -0.2 0.0
O 0.97126 -1.07314 0.01843 -0.4 0.3 0.0
H 1.11359 -2.01936 0.09217 0.5 -0.6 0.0
```
Forces are in eV/Å.


# 4
# CuFZn2

CuFZn2 as an isolated structure in a non-equilibrium geometry (the ωB97M-V functional and the def2-TZVPD basis, OMol25).

Results
Kohn-Sham gap (spin up / spin down) = 14.84 / 10.76 eV
spin multiplicity = 2
total energy = -5295.25378 a.u.
ΔE to the lowest compared entry with this formula, charge and spin = 10.058 eV
molecular weight = 213.3 u
total charge = +5

```
4
Properties=species:S:1:pos:R:3:forces:R:3
Cu -0.68662 0.10027 -1.61126 -3.7 1.6 -6.7
Zn 0.93313 -1.20543 0.08295 10.8 -14.0 0.9
Zn -0.27664 1.04499 1.35229 -3.3 10.7 12.8
F 0.03013 0.06016 0.17601 -3.9 1.8 -7.1
```
Forces are in eV/Å.


# 5
# CuH10O5

CuH10O5 as an isolated structure in a non-equilibrium geometry (the ωB97M-V functional and the def2-TZVPD basis, OMol25).

Results
Kohn-Sham gap = 8.46 eV
total energy = -2022.38597 a.u.
ΔE to the lowest compared entry with this formula, charge and spin = 2.182 eV
molecular weight = 153.6 u
total charge = +1

```
16
Properties=species:S:1:pos:R:3:forces:R:3
Cu -3.23338 -6.19464 5.85219 -0.8 -1.2 0.8
O -1.90998 -7.50339 6.13497 1.6 -3.4 -0.8
H -1.37147 -7.75884 5.34483 -0.4 0.3 0.8
H -2.17546 -8.36545 6.51873 0.3 0.6 0.0
O -4.65294 -6.25235 7.06847 -3.3 0.8 2.0
H -4.91850 -5.31452 7.15505 0.3 -0.5 0.2
H -5.51963 -6.67768 7.26813 1.0 -0.2 -0.3
O -2.45294 -4.60707 5.68602 1.8 1.6 -2.5
H -2.53544 -3.92576 6.29433 0.0 2.2 1.9
H -2.50276 -4.22064 4.80175 0.2 0.3 0.2
O -3.89991 -6.66977 4.16720 -0.9 -1.7 -3.4
H -3.88938 -6.16206 3.33825 -0.1 -0.1 0.3
H -3.91575 -7.60623 3.85598 -0.1 0.9 0.3
O -0.28969 -5.90579 7.44318 0.1 -0.5 1.5
H -0.84586 -6.49927 6.94630 0.0 0.0 -0.1
H -0.04657 -5.19732 6.88505 0.4 1.1 -0.9
```
Forces are in eV/Å.


# 6
# CuH12O6

CuH12O6 as an isolated structure in a non-equilibrium geometry (the ωB97M-V functional and the def2-TZVPD basis, OMol25).

Results
Kohn-Sham gap = 10.05 eV
total energy = -2098.85847 a.u.
ΔE to the lowest compared entry with this formula, charge and spin = 1.317 eV
molecular weight = 171.6 u
total charge = +1

```
19
Properties=species:S:1:pos:R:3:forces:R:3
Cu 0.22096 -0.59539 0.26795 -0.2 0.5 0.0
O -0.63507 -1.64333 2.24232 0.4 0.1 -1.0
H -0.56219 -2.59756 2.22363 0.1 -0.4 0.0
H -1.17430 -1.45886 3.01138 -0.1 0.4 0.2
O 1.08036 -2.42705 -2.40249 0.4 0.1 0.2
H 0.63151 -1.58608 -2.48922 -0.3 0.2 -0.2
H 0.56483 -2.90865 -1.75556 -0.1 -0.4 0.0
O -1.09910 -0.47261 -2.01689 0.4 -0.1 0.5
H -1.37312 0.35418 -2.41384 0.0 0.4 -0.1
H -1.84586 -1.05815 -2.14227 -0.3 -0.3 -0.1
O 0.50981 1.56006 3.11425 0.2 -0.3 0.1
H 0.27499 1.64660 2.19034 -0.2 0.1 -0.2
H -0.17240 2.04229 3.58144 -0.1 0.2 0.2
O -0.65649 1.63553 0.38891 0.3 -0.5 0.0
H -0.21044 2.38089 -0.01321 0.2 0.2 -0.2
H -1.58060 1.88491 0.39738 -0.4 0.0 0.1
O 1.98095 0.81061 -1.11432 -0.6 -0.4 0.5
H 1.99823 1.76205 -1.01094 0.2 0.3 0.1
H 2.04794 0.67059 -2.05885 0.2 -0.2 -0.3
```
Forces are in eV/Å.


# 7
# CuH8NNbO3P

CuH8NNbO3P as an isolated structure in a non-equilibrium geometry (the ωB97M-V functional and the def2-TZVPD basis, OMol25).

Results
Kohn-Sham gap (spin up / spin down) = 7.50 / 5.39 eV
spin multiplicity = 2
total energy = -2323.50835 a.u.
molecular weight = 257.5 u
total charge = +1

```
15
Properties=species:S:1:pos:R:3:forces:R:3
N 1.67812 0.23021 1.23158 1.6 1.3 -0.3
P 1.09678 -0.02671 -0.24903 0.9 -0.5 -1.6
O 1.80727 -1.40383 -0.87176 -0.4 2.2 0.0
O 1.43303 1.24943 -1.30028 0.4 -2.2 1.4
Nb -1.44307 -0.19310 0.01501 -7.0 -1.9 0.6
O -3.53452 -0.20560 0.03913 4.6 0.0 -0.9
H 2.33564 -0.51742 1.47281 -0.5 -0.2 0.2
H 1.57386 -2.17947 -0.34841 -0.1 -0.1 0.0
H 1.14743 2.01617 -0.78300 -0.1 0.3 -0.3
H -1.31628 -1.52723 1.26709 1.0 0.4 0.3
H -1.43986 0.98269 1.44834 0.3 0.8 0.0
H -1.55019 1.28608 -1.06853 0.9 0.8 0.9
H -1.55578 -1.33936 -1.39310 0.4 -0.2 -0.3
H -3.83822 -0.07561 -0.87348 -0.7 0.1 0.1
Cu 3.60579 1.70374 1.41361 -1.4 -0.8 -0.2
```
Forces are in eV/Å.


# 8
# CuI

CuI as an isolated structure (the ωB97M-V functional and the def2-TZVPD basis, OMol25).

Results
Kohn-Sham gap (spin up / spin down) = 7.22 / 5.88 eV
spin multiplicity = 3
total energy = -1938.06678 a.u.
ΔE to the lowest compared entry with this formula, charge and spin = 0.000 eV
molecular weight = 190.4 u
total charge = 0

```
2
Properties=species:S:1:pos:R:3:forces:R:3
Cu 0.51110 0.33569 -1.27631 -0.1 -0.1 0.4
I -0.51110 -0.33569 1.27631 0.1 0.1 -0.4
```
Forces are in eV/Å.